Run i
A 2-piece molecular cluster, CH3NO3S overall. Source: OMol25; level of theory: ωB97M-V with the def2-TZVPD basis set.

Output
* highest occupied orbital energy (spin up / spin down): 2.3 / 2.3 eV
* lowest unoccupied orbital energy (spin up / spin down): 6.773 / 6.673 eV

ORCA input file:
```
! wB97M-V def2-TZVPD RIJCOSX def2/J DEFGRID3
* xyz -2 1
C 0.59842 0.37425 -0.04136
N 1.60141 -0.59406 -0.13957
O 2.43636 -0.68325 1.02386
O -2.50151 -0.46377 -1.13648
O -2.80504 1.22580 0.73973
S -2.12210 -0.04054 0.29075
H 1.05844 1.09813 0.58888
H 0.41757 0.60451 -1.02646
H 1.31646 -1.52108 -0.29934
*
```

Run ii
A 2-piece molecular cluster, CH3NO3S overall. Source: OMol25; level of theory: ωB97M-V with the def2-TZVPD basis set.

Output
* highest occupied orbital energy (spin up / spin down): 2.1 / 2.3 eV
* lowest unoccupied orbital energy (spin up / spin down): 6.605 / 6.612 eV

ORCA input file:
```
! wB97M-V def2-TZVPD RIJCOSX def2/J DEFGRID3
* xyz -2 1
C -0.80828 0.61830 -0.97602
N 1.91078 0.86538 -0.82012
O 2.21214 0.08151 0.17454
O -3.03151 -1.11811 -0.34004
O -2.98024 1.40771 0.10271
S -2.28668 0.04573 0.20349
H 0.06984 0.07731 -0.85428
H -0.43318 1.56416 -0.46258
H -1.23292 0.67698 -2.05047
*
```

Need the numbers? Relative energies in hartree: run i 0.0180; run ii 0.0000.

Run i
An isolated ion of composition C4H9O and charge -1. Source: OMol25; level of theory: ωB97M-V with the def2-TZVPD basis set.

Output
* SMILES string: CCCC[O-]
* highest occupied orbital energy: -2.1 eV
* lowest unoccupied orbital energy: 4.173 eV

ORCA input file:
```
! wB97M-V def2-TZVPD RIJCOSX def2/J DEFGRID3
* xyz -1 1
C -0.73565 0.21085 1.39050
O -0.49972 1.53065 1.51972
C 0.23980 -0.52942 0.43692
C 0.16454 0.02571 -0.97917
C 0.80649 -0.87454 -2.04588
H -0.69138 -0.38219 2.34559
H -1.75229 0.01219 0.94261
H -0.06446 -1.58776 0.43771
H 1.24880 -0.45335 0.84415
H 0.66583 0.99155 -0.97256
H -0.87583 0.27101 -1.18944
H 0.98043 -1.88184 -1.65398
H 1.77197 -0.49020 -2.37871
H 0.20589 -0.99682 -2.94924
*
```

Run ii
A 2-piece molecular cluster, C4H9O overall. Source: OMol25; level of theory: ωB97M-V with the def2-TZVPD basis set.

Output
* highest occupied orbital energy: -1.8 eV
* lowest unoccupied orbital energy: 3.353 eV

ORCA input file:
```
! wB97M-V def2-TZVPD RIJCOSX def2/J DEFGRID3
* xyz -1 1
C 0.24189 3.44807 -0.40300
O -0.69027 3.39684 0.57575
H 1.24390 3.91331 -0.21150
H 0.40635 2.33703 -0.77740
H -0.10962 4.14185 -1.40041
C 0.20634 -1.64064 -0.96994
C -0.02064 -2.17594 0.42140
C 0.14611 -3.48606 0.79607
H 1.20062 -1.92884 -1.34623
H -0.35148 -2.24336 -1.67590
H -0.07035 -0.58568 -1.23262
H -0.50569 -1.51286 1.10577
H 0.27182 -3.85716 1.84807
H -0.00561 -4.31154 0.01705
*
```

Run iii
A 2-piece molecular cluster, C4H9O overall. Source: OMol25; level of theory: ωB97M-V with the def2-TZVPD basis set.

Output
* highest occupied orbital energy: -2.3 eV
* lowest unoccupied orbital energy: 4.579 eV

ORCA input file:
```
! wB97M-V def2-TZVPD RIJCOSX def2/J DEFGRID3
* xyz -1 1
C -1.51822 -0.21418 -0.76165
O -0.16385 -0.02308 -0.47361
C -2.27931 -0.22885 0.58197
H -1.67332 -1.21351 -1.27695
H -1.93859 0.59868 -1.42300
H -3.36009 -0.34348 0.39664
H -2.14697 0.78423 1.07836
H -1.70851 -0.95307 1.24895
C 2.39266 0.79851 0.45135
C 2.54213 -0.28002 -0.35013
H 3.20807 1.15277 1.06850
H 1.45074 1.24660 0.67459
H 3.53937 -0.68284 -0.39837
H 1.65589 -0.64176 -0.81665
*
```

Run iv
A 2-piece molecular cluster, C4H9O overall. Source: OMol25; level of theory: ωB97M-V with the def2-TZVPD basis set.

Output
* highest occupied orbital energy: -1.7 eV
* lowest unoccupied orbital energy: 3.938 eV

ORCA input file:
```
! wB97M-V def2-TZVPD RIJCOSX def2/J DEFGRID3
* xyz -1 1
C -2.02305 0.70292 0.90427
O -1.05067 1.65520 1.02352
H -2.25202 0.24202 1.90198
H -2.99860 1.17429 0.58715
H -1.80367 -0.09280 0.15811
C 2.05701 -0.59645 -1.50556
C 0.78678 -0.47577 -0.69912
C 0.52132 -1.29464 0.30707
H 2.94131 -1.06632 -1.07207
H 1.85951 -1.06438 -2.47570
H 2.34981 0.42980 -1.75077
H 0.03413 0.14166 -1.17486
H -0.29008 -1.24636 1.01229
H 1.16283 -2.14553 0.51429
*
```

Need the numbers? Relative energies in hartree: run i 0.0000; run ii 0.0850; run iii 0.0442; run iv 0.0544.

Run i
An isolated ion of composition C6H9N2O and charge +1. Source: OMol25; level of theory: ωB97M-V with the def2-TZVPD basis set.

Output
* SMILES string: N[C@@]12C=CC=C[C@]1([NH3+])O2
* highest occupied orbital energy: -13.3 eV
* lowest unoccupied orbital energy: -3.746 eV

ORCA input file:
```
! wB97M-V def2-TZVPD RIJCOSX def2/J DEFGRID3
* xyz 1 1
C -0.10410 -0.62476 -2.11746
C -1.35418 -0.47860 -1.48495
C 1.04489 -0.39441 -1.44871
C -1.64528 -0.07684 -0.24171
C 0.81160 0.40551 -0.05583
C -0.60217 0.60697 0.47443
N 1.71202 0.12505 1.04436
N -0.53376 0.49014 1.96261
O 0.23287 1.58798 0.01544
H -0.02328 -1.01517 -3.15954
H -2.06995 -1.08564 -2.05020
H 2.03891 -0.52108 -1.79139
H -2.67635 -0.21789 0.19442
H 2.05130 -0.85291 1.24067
H 0.70049 0.38793 2.09990
H 2.49641 0.82187 0.79215
H -0.96490 -0.37115 2.04247
H -1.11453 1.21300 2.48333
*
```

Run ii
A 2-piece molecular cluster, C6H9N2O overall. Source: OMol25; level of theory: ωB97M-V with the def2-TZVPD basis set.

Output
* highest occupied orbital energy (spin up / spin down): -11.8 / -11.9 eV
* lowest unoccupied orbital energy (spin up / spin down): -4.173 / -6.771 eV

ORCA input file:
```
! wB97M-V def2-TZVPD RIJCOSX def2/J DEFGRID3
* xyz 1 1
C 2.10323 0.36103 0.59740
C 3.45434 0.16419 0.48447
C 2.98906 1.50848 -1.16221
C 1.86544 1.21966 -0.47051
C -1.13454 -0.96604 0.10652
C -3.22496 0.32884 -0.19162
N -1.77993 0.12818 -0.10972
N -1.55892 -2.12344 0.50937
O 3.97463 0.84052 -0.55431
H 1.42325 -0.03774 1.31654
H 4.12087 -0.42348 1.08459
H 3.19697 2.11050 -2.02048
H -3.48458 0.70504 -1.17960
H -3.74595 -0.60925 -0.02257
H -3.53202 1.05744 0.55895
H -1.23455 0.95639 -0.31951
H -0.92206 -2.90540 0.54827
H -2.51028 -2.31490 0.82442
*
```

Need the numbers? Relative energies in hartree: run i 0.0000; run ii 0.0937.

Run i
An isolated ion of composition C6H9N2O and charge +1. Source: OMol25; level of theory: ωB97M-V with the def2-TZVPD basis set.

Output
* SMILES string: C=[N+]1C=C(C=O)N[C@H]1C
* highest occupied orbital energy: -14.0 eV
* lowest unoccupied orbital energy: -5.477 eV

ORCA input file:
```
! wB97M-V def2-TZVPD RIJCOSX def2/J DEFGRID3
* xyz 1 1
C -1.14358 0.81820 -0.57171
C -0.57390 -0.09218 -1.39455
C -0.55640 -0.31539 -2.81662
C -1.60968 -0.64793 1.15701
C 0.42561 -0.26361 0.66532
C 1.72547 0.59182 0.71988
N -0.86272 0.28440 0.76488
N 0.09737 -0.94442 -0.50882
O -0.53173 -1.39148 -3.36107
H -1.80719 1.67080 -0.54532
H -0.71705 0.59589 -3.50973
H -1.30175 -1.48483 1.78657
H -2.73616 -0.46044 0.92686
H 0.56658 -1.02280 1.45479
H 2.54291 0.03512 0.48883
H 1.79392 1.11736 1.73726
H 1.54110 1.32107 -0.04485
H 0.87875 -1.50247 -0.92372
*
```

Run ii
An isolated ion of composition C6H9N2O and charge +1. Source: OMol25; level of theory: ωB97M-V with the def2-TZVPD basis set.

Output
* highest occupied orbital energy (spin up / spin down): -11.9 / -11.9 eV
* lowest unoccupied orbital energy (spin up / spin down): -4.851 / -4.845 eV

ORCA input file:
```
! wB97M-V def2-TZVPD RIJCOSX def2/J DEFGRID3
* xyz 1 1
C 2.64573 -0.12541 0.02946
C 0.52617 0.97884 0.05241
C 0.51135 -1.51096 0.05276
C -0.95684 -1.29619 0.45698
C -0.11412 2.31607 0.06615
C -2.22426 -1.59468 -0.30825
N 0.05346 -0.25158 -0.04422
N 1.97234 0.95951 -0.15998
O 3.52528 -0.84634 -0.03493
H 1.09627 -2.14027 -0.40758
H -1.10655 -1.12019 1.52278
H 0.05609 2.77517 -0.87938
H 0.34793 2.87488 0.83306
H -1.19643 2.42114 0.18366
H -2.52023 -2.53491 0.18619
H -2.01016 -1.87468 -1.40911
H -3.03056 -0.85221 -0.10659
H 2.42454 1.82182 -0.03340
*
```

Need the numbers? Relative energies in hartree: run i 0.0000; run ii 0.0431.

Run i
One molecule with the formula CH2OS2. Source: OMol25; level of theory: ωB97M-V with the def2-TZVPD basis set.

Output
* SMILES string: OC(=S)S
* highest occupied orbital energy: -8.9 eV
* lowest unoccupied orbital energy: 0.034 eV

ORCA input file:
```
! wB97M-V def2-TZVPD RIJCOSX def2/J DEFGRID3
* xyz 0 1
C 0.10890 0.32980 -0.05876
H -0.76776 2.08348 0.17666
H -2.19934 0.38983 0.41425
O 0.10634 1.62848 -0.03280
S -1.40742 -0.58184 -0.02316
S 1.49885 -0.51066 0.02466
*
```

Run ii
One molecule with the formula CH2OS2. Source: OMol25; level of theory: ωB97M-V with the def2-TZVPD basis set.

Output
* highest occupied orbital energy (spin up / spin down): -9.5 / -8.6 eV
* lowest unoccupied orbital energy (spin up / spin down): -1.154 / -1.974 eV

ORCA input file:
```
! wB97M-V def2-TZVPD RIJCOSX def2/J DEFGRID3
* xyz 0 1
C -0.56116 0.00209 0.09348
O 1.88605 0.21894 -0.03077
S 0.76290 1.15567 0.11383
S 0.22869 -1.63265 0.11016
H -1.41675 0.29744 0.67234
H -0.89973 -0.04149 -0.95903
*
```

Need the numbers? Relative energies in hartree: run i 0.0000; run ii 0.0907.

Run i
One molecule with the formula C11H8O. Source: OMol25; level of theory: ωB97M-V with the def2-TZVPD basis set.

Output
* SMILES string: C=C=C1C=CC=C[C@]12C(=C)C2=O
* highest occupied orbital energy: -8.4 eV
* lowest unoccupied orbital energy: -0.380 eV

ORCA input file:
```
! wB97M-V def2-TZVPD RIJCOSX def2/J DEFGRID3
* xyz 0 1
C 1.36317 -1.66224 -0.18879
C 0.60408 -1.63763 1.04832
C 1.60287 -0.42747 -0.71089
C -0.43175 -0.82437 1.26962
C 0.70008 0.64607 -0.31171
C -0.71324 0.17471 0.18827
C 1.34959 1.82330 -0.07073
C -1.97099 0.95020 0.14593
C -2.06574 -0.27950 -0.53160
C 2.03671 2.86794 0.02480
C -2.76112 -1.32610 -1.04319
O -2.47569 2.01560 0.36579
H 1.97175 -2.51890 -0.43161
H 0.93342 -2.22834 1.87524
H 2.25207 -0.26920 -1.59046
H -0.85554 -0.66723 2.20799
H 1.84785 3.79903 -0.59734
H 2.77550 3.14691 0.83642
H -2.25226 -2.20086 -1.55749
H -3.91075 -1.38191 -0.92856
*
```

Run ii
C11H8O as an isolated structure. Source: OMol25; level of theory: ωB97M-V with the def2-TZVPD basis set.

Output
* highest occupied orbital energy: -9.2 eV
* lowest unoccupied orbital energy: 0.184 eV

ORCA input file:
```
! wB97M-V def2-TZVPD RIJCOSX def2/J DEFGRID3
* xyz 0 1
C -0.57376 -0.69698 1.70711
C 0.15030 -0.62474 2.62767
C 0.75478 1.10466 -2.66973
C -0.10556 1.99590 -2.03814
C 0.83148 -0.21007 -2.32839
C -0.94826 1.57733 -1.00972
C 0.00214 -0.69919 -1.34344
C -0.79857 0.19996 -0.70525
C -0.52329 -1.82758 -0.58471
C -1.33029 -0.80011 0.29967
C 1.03764 -0.44913 3.68396
O -0.61386 -2.98454 -0.76297
H 1.41645 1.55124 -3.36354
H -0.28297 2.95760 -2.46680
H 1.33141 -0.89447 -2.85064
H -1.66357 2.27430 -0.50541
H -2.35976 -1.00568 0.39244
H 1.89372 -1.33067 3.62932
H 0.44019 -0.73064 4.60450
H 1.34177 0.59282 3.68405
*
```

Need the numbers? Relative energies in hartree: run i 0.0969; run ii 0.0000.

Run i
C4H6OS as an isolated structure. Source: OMol25; level of theory: ωB97M-V with the def2-TZVPD basis set.

Output
* highest occupied orbital energy: -8.9 eV
* lowest unoccupied orbital energy: 0.717 eV

ORCA input file:
```
! wB97M-V def2-TZVPD RIJCOSX def2/J DEFGRID3
* xyz 0 1
C 1.75636 0.08281 0.15490
C 0.39011 0.55694 0.60623
C -0.72725 -0.49606 0.49419
C -1.20911 -0.06277 -0.89064
H 2.55924 0.83945 0.02435
H 0.52678 1.19153 1.48185
H -0.28302 -1.48997 0.48423
H -1.52207 -0.43992 1.25176
H -0.78839 -0.62203 -1.72900
H -2.29503 -0.06871 -0.99150
O 1.96156 -1.06165 -0.20763
S -0.36918 1.57037 -0.67872
*
```

Run ii
A 2-piece molecular cluster, C4H6OS overall. Source: OMol25; level of theory: ωB97M-V with the def2-TZVPD basis set.

Output
* SMILES string: CC(O)=S.C#C
* highest occupied orbital energy: -8.7 eV
* lowest unoccupied orbital energy: 0.296 eV

ORCA input file:
```
! wB97M-V def2-TZVPD RIJCOSX def2/J DEFGRID3
* xyz 0 1
C 2.61942 1.06028 -0.17435
C 2.65737 -0.15575 -0.18785
C -0.94547 -0.53048 0.28984
C -2.07261 0.08248 -0.40034
O -0.40230 0.18603 1.25157
S -0.56509 -2.14912 0.20418
H 2.42707 1.98208 -0.55171
H 0.42067 -0.08546 1.59319
H 3.06425 -1.10017 -0.04609
H -1.79413 0.96425 -0.99211
H -2.43376 -0.72971 -1.22763
H -2.97542 0.47557 0.24129
*
```

Run iii
One molecule with the formula C4H6OS. Source: OMol25; level of theory: ωB97M-V with the def2-TZVPD basis set.

Output
* SMILES string: C1O[C@H]2C[C@@H]2S1
* highest occupied orbital energy: -8.7 eV
* lowest unoccupied orbital energy: 0.974 eV

ORCA input file:
```
! wB97M-V def2-TZVPD RIJCOSX def2/J DEFGRID3
* xyz 0 1
C -1.61950 0.69833 0.02971
C 0.28174 -0.92192 0.38890
C 1.69270 -0.52009 -0.04806
C 0.52044 0.33234 -0.37982
H -2.19466 0.97707 0.89445
H -2.08363 1.05960 -0.91445
H 0.26014 -0.68309 1.46719
H 2.20975 -0.89428 -0.89879
H 2.35038 -0.36363 0.80509
H 0.31996 0.21988 -1.42444
O -0.33159 1.30741 0.17201
S -1.40573 -1.21163 -0.09179
*
```

Need the numbers? Relative energies in hartree: run i 0.0000; run ii 0.0837; run iii 0.1017.

Run i
One molecule with the formula C4H6OS. Source: OMol25; level of theory: ωB97M-V with the def2-TZVPD basis set.

Output
* highest occupied orbital energy: -8.4 eV
* lowest unoccupied orbital energy: 0.127 eV

ORCA input file:
```
! wB97M-V def2-TZVPD RIJCOSX def2/J DEFGRID3
* xyz 0 1
C -0.97372 -0.01241 0.16346
C 0.27833 -0.89190 -0.54022
C -1.22656 1.40899 0.42833
C 1.61694 -0.52454 -0.95048
O -0.35607 -1.93247 1.93250
S -0.86400 -1.73412 0.57081
H -0.63562 2.11502 -0.08128
H -1.29044 1.60607 1.54924
H -2.37855 1.47530 0.08754
H 2.11403 -1.23296 -1.65161
H 2.30946 -0.77705 -0.13991
H 1.40621 0.50008 -1.36840
*
```

Run ii
One molecule with the formula C4H6OS. Source: OMol25; level of theory: ωB97M-V with the def2-TZVPD basis set.

Output
* SMILES string: C=C(S)CC=O
* highest occupied orbital energy: -9.0 eV
* lowest unoccupied orbital energy: 0.747 eV

ORCA input file:
```
! wB97M-V def2-TZVPD RIJCOSX def2/J DEFGRID3
* xyz 0 1
C 0.72890 -0.04343 0.03761
C 0.65226 -1.31697 0.32749
C -0.47302 0.87758 0.02809
C -1.90071 0.36403 -0.27733
O -2.22399 -0.74609 -0.65745
S 2.44749 0.76528 0.04266
H 1.59225 -1.92732 0.06254
H -0.33684 -1.83401 0.29642
H -0.77473 1.19807 0.99448
H -0.27917 1.83093 -0.43229
H -2.75600 1.11816 -0.02766
H 3.32358 -0.28621 -0.39455
*
```

Need the numbers? Relative energies in hartree: run i 0.1218; run ii 0.0000.